Entry from the Open Molecules 2025 dataset: a molecular structure, C16H19MnN5O2 (ωB97M-V/def2-TZVPD).

multiplicity	6
frontier orbital gap (spin up / spin down)	8.745 / 8.566	eV
⟨S²⟩	8.75
energy above the lowest of the compared OMol25 structures with the same formula, charge and spin	0.052	eV
charge	+2
E_LUMO (spin up / spin down)	-6.8610 / -7.0697	eV
M	368.30	g mol⁻¹
energy	-2195.83326	Ha

```
43
Properties=species:S:1:pos:R:3:forces:R:3:nbo_charge:R:1
Mn -0.0328 -0.8534 -0.8236 0.02 -0.01 0.15 1.58
O -0.0129 5.4553 3.5173 0.02 -0.03 -0.21 -0.32
O 0.0194 6.0050 1.4370 0.02 -0.11 0.06 -0.35
N 1.9820 -1.6908 -1.4923 -0.52 0.04 0.07 -0.93
N -0.0519 -0.3806 1.3072 0.04 -0.06 -0.23 -0.60
N -1.9908 -1.6787 -1.6217 0.53 0.06 0.03 -0.93
N -0.0358 1.3129 -0.8271 0.01 -0.16 -0.04 -0.63
N 0.0035 5.1947 2.3386 -0.05 0.03 0.10 0.53
C -1.8535 -3.0546 -2.1948 0.16 -0.12 -0.16 -0.22
C -0.0439 -1.2054 2.3469 -0.03 -0.01 -0.04 0.10
C -0.0020 2.8885 3.0261 0.00 0.31 -0.03 -0.14
C -0.0323 0.9583 1.5374 0.00 0.01 0.30 0.13
C 0.4615 -3.6422 -1.3020 0.17 0.21 -0.25 -0.41
C -0.0131 3.2622 0.6159 0.00 -0.05 -0.13 -0.09
C 1.9094 -3.1859 -1.4512 -0.15 -0.21 0.08 -0.23
C -0.0140 -0.7691 3.6702 -0.01 0.02 0.11 -0.23
C -0.0121 1.4780 2.8374 0.00 -0.20 -0.27 -0.01
C -0.0100 3.4907 -1.7869 0.00 0.04 0.03 -0.23
C 0.0003 0.5798 3.9201 -0.01 -0.03 -0.07 -0.08
C -0.0044 3.7406 1.9791 0.01 -0.22 0.26 0.06
C -0.0057 4.0723 -0.5432 -0.01 -0.11 -0.10 -0.06
C -0.0247 2.1054 -1.8892 -0.01 -0.06 0.01 0.09
C -0.3915 -3.3217 -2.5385 -0.14 0.06 0.23 -0.43
C -0.0284 1.8643 0.4152 0.00 0.30 -0.01 0.23
H 2.3342 -3.6134 -2.3586 0.09 0.04 0.01 0.23
H -0.0689 -2.2666 2.1301 0.02 -0.01 -0.02 0.21
H 0.0033 5.1434 -0.4507 0.01 0.05 0.04 0.29
H -0.0288 1.6219 -2.8590 0.00 0.03 -0.02 0.21
H 2.2210 -1.3853 -2.4297 0.01 0.05 -0.06 0.41
H -2.2097 -3.7757 -1.4605 -0.03 0.02 0.03 0.22
H 0.0198 0.9652 4.9317 0.00 -0.03 0.01 0.26
H -0.0051 -1.4939 4.4715 0.00 0.01 0.00 0.26
H -2.4712 -3.1541 -3.0858 -0.08 0.03 0.05 0.23
H -2.7940 -1.6462 -1.0024 0.01 0.08 0.11 0.41
H 0.0382 -3.1603 -0.4000 -0.02 -0.13 0.06 0.16
H 0.4363 -4.7130 -1.1031 -0.07 0.00 0.09 0.27
H 2.4987 -3.5449 -0.6098 0.05 0.05 -0.01 0.23
H -2.2200 -1.0431 -2.3806 -0.14 0.03 -0.06 0.40
H -0.0120 -2.4250 -3.0514 0.04 -0.09 -0.11 0.18
H 2.7540 -1.3752 -0.9153 0.03 0.06 0.07 0.41
H -0.3167 -4.1408 -3.2524 0.02 0.04 -0.05 0.27
H -0.0016 4.0950 -2.6825 0.00 0.01 0.01 0.26
H 0.0062 3.2866 4.0310 0.00 0.05 0.00 0.28
```
Positions in Å, forces in eV/Å.